(1)
The following is a quantum chemistry calculation of a single C3H5NO2 molecule, from the OMol25 dataset.

Structure (XYZ):
```
11
Properties=species:S:1:pos:R:3:nbo_charge:R:1
H 2.114 -0.492 -0.147 0.23
O 0.769 1.521 0.654 -0.61
C -1.723 1.243 0.161 0.16
H -2.736 1.690 0.086 0.14
H 1.158 -0.673 -1.635 0.19
H -0.774 -1.127 -0.050 0.39
O -1.427 0.833 1.335 -0.44
C 1.245 -0.983 -0.585 -0.41
H 1.392 -2.065 -0.539 0.21
C -0.090 0.694 0.517 0.80
N 0.072 -0.639 0.204 -0.64
```

Values from the calculation:
Orbital gap   9.07 eV
ΔE to the lowest compared entry with this formula, charge and spin   409.9 kJ/mol
Max |F|   0.012 hartree/bohr
E   -8773.4463 eV
LUMO level   0.1 eV

=====

(2)
The following is a quantum chemistry calculation of a gas-phase ion, C2H5N3P (charge +1) at a distorted geometry, from the OMol25 dataset.

Structure (XYZ):
```
11
Properties=species:S:1:pos:R:3:nbo_charge:R:1
C 0.823 1.309 0.297 0.36
P 1.454 -1.242 -1.129 1.34
H -1.559 -0.805 1.056 0.25
H -0.488 -2.304 -0.322 0.45
H -1.494 -0.080 -0.562 0.22
C -0.887 -0.402 0.254 -0.06
H 1.505 2.230 0.165 0.32
H -1.096 1.635 0.978 0.47
N 2.086 0.148 -0.982 -0.88
N -0.037 -1.390 -0.367 -0.96
N -0.308 0.900 0.612 -0.49
```

Values from the calculation:
Orbital gap (alpha / beta)   8.71 / 8.71 eV
ΔE to the lowest compared entry with this formula, charge and spin   382.3 kJ/mol
Charge   +1
Max |F|   0.117 hartree/bohr
E   -15902.5735 eV
LUMO level (alpha / beta)   -5.7 / -5.7 eV

=====

(3)
The following is a quantum chemistry calculation of 6 unconnected molecules or ions with the total composition CH15NO5 at a distorted geometry, from the OMol25 dataset.

Structure (XYZ):
```
22
Properties=species:S:1:pos:R:3:nbo_charge:R:1
H 0.331 -0.051 -1.560 0.51
H -0.012 3.650 -0.025 0.21
H 1.457 -0.962 0.148 0.50
H 2.165 1.733 -0.192 0.36
H -1.743 0.375 2.204 0.47
C 0.677 3.283 -0.834 -0.43
H -0.001 3.029 -1.716 0.19
O -2.315 -0.770 -2.813 -0.98
H -3.240 -0.605 -2.618 0.47
H -0.514 -4.607 3.287 0.48
H -0.498 0.160 1.157 0.51
H 1.720 -1.597 1.437 0.47
H 0.165 -1.549 -2.043 0.49
H 1.622 3.760 -1.165 0.20
H -1.810 -0.710 -1.880 0.50
N 1.129 1.904 -0.338 -0.89
O -1.479 0.284 1.275 -0.99
O 1.321 -0.758 1.125 -0.97
O 0.107 -0.954 -1.266 -0.98
H 0.897 1.808 0.659 0.36
O -0.074 -3.773 3.044 -0.96
H 0.095 -3.652 2.113 0.48
```

Values from the calculation:
Orbital gap   9.97 eV
ΔE to the lowest compared entry with this formula, charge and spin   184.9 kJ/mol
Max |F|   0.066 hartree/bohr
E   -13006.9547 eV
LUMO level   0.4 eV
SMILES   CN.O.O.O.O.O

=====

Look up the E of the second one. -15902.5735 eV